{"formula": "C51H70Cl3F33N2O24", "method": "ωB97M-V/def2-TZVPD", "elements": ["Cl", "Cl", "Cl", "F", "F", "F", "F", "F", "F", "F", "F", "F", "F", "F", "F", "F", "F", "F", "F", "F", "F", "F", "F", "F", "F", "F", "F", "F", "F", "F", "F", "F", "F", "F", "F", "F", "O", "O", "O", "O", "O", "O", "O", "O", "O", "O", "O", "O", "O", "O", "O", "O", "O", "O", "O", "O", "O", "O", "O", "O", "N", "N", "C", "C", "C", "C", "C", "C", "C", "C", "C", "C", "C", "C", "C", "C", "C", "C", "C", "C", "C", "C", "C", "C", "C", "C", "C", "C", "C", "C", "C", "C", "C", "C", "C", "C", "C", "C", "C", "C", "C", "C", "C", "C", "C", "C", "C", "C", "C", "C", "C", "C", "C", "H", "H", "H", "H", "H", "H", "H", "H", "H", "H", "H", "H", "H", "H", "H", "H", "H", "H", "H", "H", "H", "H", "H", "H", "H", "H", "H", "H", "H", "H", "H", "H", "H", "H", "H", "H", "H", "H", "H", "H", "H", "H", "H", "H", "H", "H", "H", "H", "H", "H", "H", "H", "H", "H", "H", "H", "H", "H", "H", "H", "H", "H", "H", "H", "H", "H", "H", "H", "H", "H"], "coordinates": [[3.968763, 1.606417, -3.098145], [1.979083, 1.909307, -5.223945], [4.099403, -0.131743, -5.537185], [2.871543, 6.874417, -1.222575], [7.698633, 2.742967, -0.074265], [0.492183, 7.464057, -0.306375], [-1.651857, 1.533567, 3.487805], [-1.272757, 3.439757, 2.341395], [7.488793, 1.108187, -1.460345], [-0.176277, 0.379457, 7.344305], [4.037453, -1.647333, -2.880835], [0.805813, -3.537013, -3.495285], [4.200803, -3.423393, -4.046625], [0.940923, -5.347383, 0.854415], [-2.120697, 0.582147, 6.502855], [2.403183, 6.040197, -3.222375], [-1.749237, -4.222553, 3.481335], [-1.567617, 3.496837, 4.490965], [-6.288837, 2.677417, 5.321715], [5.948343, 2.643747, -1.241735], [-0.930017, -4.403583, -2.603705], [5.960543, -2.466813, -3.270775], [0.729973, -5.612203, -3.175035], [-4.085697, 2.372097, 5.086145], [-1.231737, -1.189383, -4.241615], [0.022453, -7.070563, 1.748875], [-2.623397, -0.913963, -6.027355], [-2.072587, -4.850593, 1.319175], [-2.278557, 0.716417, -4.506085], [-0.256967, 6.319217, 1.424935], [2.405583, 4.808997, -1.382345], [-1.454027, 7.792647, 0.369035], [-1.694157, -1.256673, 7.657705], [-0.506917, -6.598933, -0.254825], [-1.367967, -2.908473, 1.786765], [-5.297817, 2.920977, 3.444245], [-4.649107, -0.603823, -3.999075], [-1.617267, -5.803113, -4.833615], [-1.357547, -1.779343, 4.829755], [4.851053, 5.349897, -3.528075], [-0.617807, 5.801987, -1.940925], [-4.485037, -4.021973, 2.830935], [0.664513, -0.825983, 5.199025], [0.969503, 3.349947, 4.749205], [3.834783, -3.109303, -0.762915], [6.855663, 0.341277, 1.194695], [1.209493, 1.851437, 3.008795], [-3.714547, 4.989337, 4.804655], [1.301773, -8.705653, 0.109135], [-3.165857, -2.175743, -3.021475], [-0.739367, -3.876153, -5.665255], [-5.862497, 5.365857, 5.447655], [-6.754037, 0.350257, -0.369475], [0.186853, 0.673487, -2.565725], [5.196173, -4.686243, -1.648125], [-3.770437, -1.949113, 2.093875], [2.742163, -6.943233, -0.132955], [-2.017027, 4.989667, -0.201255], [4.840563, 1.171107, 0.573455], [5.270383, 5.614887, -1.265235], [-0.773897, 0.132777, -0.589175], [-5.319337, 1.823507, -1.451865], [-4.223197, -2.625643, -2.176765], [-5.160227, 3.080277, 4.770445], [-3.783417, -4.884703, -5.901045], [3.008393, 0.701487, -4.295075], [-0.870427, 4.759827, -2.852735], [5.089083, -3.256133, 1.398915], [1.627453, -2.854173, 4.271585], [-0.433857, -1.266763, -0.736205], [-2.084807, 6.692997, 3.987725], [-1.191107, -0.308283, 6.761295], [-3.511417, -1.157043, -3.899835], [3.818353, -3.612223, 0.573365], [-0.370627, 0.960287, -1.564055], [-3.875107, -3.952793, -1.562705], [-0.538467, 6.824217, 0.217325], [4.055233, 0.558777, 1.599295], [-2.715227, -5.958703, -5.719895], [1.322443, -1.321073, 4.112395], [6.865943, 1.916597, -0.606505], [6.169493, 1.096277, 0.514415], [6.209413, 5.281397, -3.840695], [-1.093837, 5.706437, -0.657005], [3.007973, 5.818697, -2.020225], [4.593363, -3.599863, -1.734865], [4.718403, -2.761483, -3.036475], [-3.372897, 6.396177, 4.802555], [4.483093, 5.546537, -2.214265], [3.828413, -7.742603, -0.632635], [-2.373737, -0.657493, -4.689815], [-6.276247, 0.822637, -1.432825], [2.235223, 3.182937, 5.191675], [2.608383, 1.860127, 5.799885], [6.500973, 4.478537, -5.101335], [0.463773, -6.584073, 0.644695], [-4.942737, 4.570077, 5.062115], [-1.035027, 2.760637, 3.507635], [-0.753437, -4.733153, -4.844495], [-2.167797, -3.879553, 2.271225], [-0.653197, -1.045643, 5.500635], [-1.495397, 0.580107, 0.594315], [-5.023727, -1.270763, 2.192395], [3.812393, -7.936643, -2.172425], [-2.202827, 4.999487, -3.526055], [-3.584097, -3.341513, 2.384565], [-4.767167, 2.339917, -0.165505], [0.525483, 2.626667, 3.670455], [-4.995957, 2.512477, -2.643675], [0.022133, -4.577993, -3.532575], [2.695103, 0.248247, 0.950795], [1.528703, -7.515673, 0.132895], [-4.878737, -0.617793, 3.529825], [-1.632497, 1.660997, 0.625525], [-2.083957, 6.105037, 3.069905], [-5.681157, 2.330857, -3.471685], [-4.595117, -5.406023, -6.408465], [-1.228577, 6.337437, 4.560915], [4.743063, -7.194743, -0.406015], [-1.313137, -1.893683, -0.884305], [2.974633, -0.272793, 0.035115], [-0.123207, 4.903897, -3.633125], [-4.976467, 3.595827, -2.525005], [-2.880157, -3.890163, -1.121975], [2.642573, 1.099397, 5.019985], [-3.955697, -4.625033, -2.416925], [0.139463, -1.509353, -1.630945], [-2.341137, -0.107503, 0.592405], [2.918973, 3.301357, 4.351105], [6.758123, 4.891497, -2.983375], [-0.634727, 2.001637, -1.323105], [4.081003, 1.194577, 2.484275], [5.426173, -2.282343, 1.043635], [3.830833, -6.970163, -2.676095], [6.607153, 6.284727, -3.993085], [-4.216587, 7.012807, 4.492625], [-0.920627, 0.329157, 1.485815], [-3.204667, 6.597677, 5.860465], [-5.663057, 0.133147, 3.624845], [-2.963867, 5.179917, -2.766865], [-0.751337, 3.725587, -2.529845], [4.771293, -8.314923, -2.526695], [2.329673, -3.100533, 3.475175], [1.842123, 1.656527, 6.547875], [-3.778917, 2.788267, -0.267665], [-1.952787, 7.687157, 3.560735], [0.746603, -1.100383, 3.213615], [6.124053, 3.466747, -4.951955], [2.470873, 3.951917, 5.927365], [5.800333, -4.040423, 1.139875], [0.138013, -1.719053, 0.074045], [2.956503, -3.209523, 1.105485], [2.297803, -0.859483, 3.958405], [-5.869937, -1.957613, 2.175905], [5.035913, -3.374433, 2.481175], [2.372433, 0.006907, -3.746245], [-3.934737, -0.109083, 3.725275], [6.099703, 4.905217, -6.020585], [-4.601577, -4.288553, -0.822695], [7.558263, 4.323847, -5.316525], [-3.293237, -6.823063, -5.392965], [-2.448457, 4.169887, -4.189025], [2.997873, -8.549393, -2.558695], [3.930273, -8.689033, -0.101605], [-5.387847, 3.158767, 0.198285], [-5.050627, -1.430623, 4.235415], [0.720443, -3.456403, 4.219125], [-4.103967, -4.614753, -4.894825], [2.202043, -3.232513, 5.117045], [2.118413, 1.125577, 0.657825], [-5.202567, -2.709873, -2.647755], [-5.047707, -0.590733, 1.340885], [2.091793, -0.451723, 1.528875], [-4.720387, 1.610267, 0.642915], [4.443233, -0.429013, 1.847945], [-4.013817, 2.331867, -3.080585], [-2.314387, 5.929377, -4.083695], [-4.443887, -1.885223, -1.407895], [3.705643, -4.696333, 0.563005], [-6.551877, 0.450727, -2.431785], [3.573833, 1.821357, 6.304365], [-2.404767, -6.291423, -6.710365], [-3.481747, -4.028153, -6.503895]], "forces_ev_per_a": [[-0.221, -0.494, -0.422], [0.592, -1.042, 0.729], [-0.983, 0.593, 1.226], [0.022, 0.281, -0.526], [1.710, 1.018, 0.744], [0.761, -0.557, 0.141], [0.938, 1.615, -0.100], [0.037, -1.123, 0.892], [-0.048, 0.094, -0.024], [-0.593, -0.766, 0.092], [-0.622, 1.175, 0.072], [0.524, 1.049, -0.547], [-0.123, -0.587, -0.737], [-0.504, 0.197, -0.145], [-0.500, -0.317, -0.385], [0.165, -0.130, 1.321], [0.078, -0.750, -0.734], [0.411, -0.864, -0.547], [0.427, -0.522, 0.530], [-0.179, 0.146, -0.780], [-0.341, 0.189, 0.558], [1.365, 0.107, -0.334], [0.780, -1.521, 0.087], [-0.215, -0.522, 0.929], [-0.492, 0.252, -1.190], [-0.989, -0.362, 2.098], [0.930, 0.389, 1.913], [-0.392, -0.014, 1.575], [-0.158, -1.810, -0.621], [0.361, 0.236, -0.255], [-0.069, -0.275, -0.454], [-0.727, -0.308, 0.289], [0.900, 1.671, -1.507], [-0.652, 0.742, -0.373], [0.302, 0.027, 0.499], [-0.168, 0.174, -0.474], [4.500, -2.539, 0.507], [1.399, 0.889, 1.226], [0.736, 1.466, 1.379], [-2.424, 0.187, 1.714], [0.056, -0.239, 3.482], [1.539, 0.628, -0.948], [-2.019, 2.193, 3.662], [-4.021, -0.733, -1.981], [-0.027, 1.507, -0.891], [-1.061, 1.502, -0.893], [-1.716, 1.961, 1.229], [0.027, -1.107, -0.966], [0.233, 1.390, -0.344], [-0.834, 1.798, -2.049], [0.247, 0.203, -0.521], [3.251, -3.684, -1.500], [1.217, 0.877, -2.488], [1.619, -0.768, -2.490], [-1.408, 2.830, -0.420], [2.776, -4.152, -1.022], [-1.585, 0.071, 0.139], [3.544, 1.883, -1.875], [0.840, 1.257, -0.966], [-2.213, -0.328, -2.403], [1.008, -0.377, -0.277], [-0.475, -1.356, 1.648], [-1.615, 0.375, 1.453], [-0.008, 0.838, -0.993], [0.743, -0.051, 0.563], [0.347, 1.077, -1.187], [-0.385, 0.099, -2.492], [-0.028, -0.951, -1.607], [-0.091, 0.336, -0.830], [-0.225, -1.180, -0.284], [-0.600, -1.576, -0.250], [1.124, -0.673, 1.409], [-5.396, 0.244, 2.328], [0.492, -1.002, 1.721], [-1.331, 1.389, 2.235], [0.209, 0.157, -0.747], [-0.160, 0.834, 0.129], [-0.602, -1.102, -0.042], [-0.936, -0.577, -1.683], [0.804, -2.947, -1.336], [-2.191, -0.765, 0.262], [0.672, -2.848, 1.535], [2.391, 0.214, -0.150], [-3.148, -1.704, -0.866], [-0.767, 0.079, -0.534], [1.744, -4.031, 1.505], [-1.248, -0.423, 1.639], [0.248, 1.011, 0.527], [4.185, 0.085, 0.331], [0.765, -0.561, -1.113], [1.430, 1.479, -1.044], [0.095, 0.098, 2.574], [4.459, 0.134, 0.170], [-0.937, -0.777, 0.202], [-0.474, -0.742, 0.095], [1.242, 0.405, -1.366], [-2.799, 5.149, 1.577], [-0.157, 0.802, -0.236], [-2.030, -0.592, -0.949], [0.641, 1.478, -1.587], [0.359, -1.898, -2.838], [0.790, -1.363, -0.187], [0.632, -0.129, 0.352], [0.106, 0.595, 0.381], [-0.945, 0.222, 0.373], [-4.149, 2.370, 0.979], [-0.521, 0.355, -0.338], [1.721, -1.619, 0.808], [0.561, 1.071, -1.615], [-1.166, -0.344, 0.496], [0.647, 0.280, -0.385], [2.766, -2.344, -0.287], [-1.405, 0.568, 0.479], [-0.529, -0.241, -0.416], [-0.212, -0.391, 0.058], [-0.289, -0.305, 0.292], [-0.122, 0.170, 0.037], [0.163, 0.406, -0.095], [-0.293, 0.355, 0.150], [-0.410, 0.090, 0.341], [-0.191, -0.106, -0.190], [0.344, -0.066, 0.237], [-0.383, 0.157, 0.442], [-0.033, -0.458, -0.094], [-0.274, -0.176, 0.258], [0.640, -0.638, 0.345], [0.107, 0.839, -0.097], [-0.800, 0.810, 0.551], [0.139, 0.485, -0.178], [-0.031, -0.233, -0.040], [-0.121, 0.264, 0.081], [-0.258, 0.053, -0.098], [0.336, 0.013, 0.517], [-0.559, 0.247, 0.197], [-0.260, 0.320, 0.143], [-0.110, -0.354, -0.151], [0.179, -0.062, 0.067], [0.025, 0.371, -0.036], [-0.186, -0.019, 0.343], [-0.262, -0.779, 0.151], [-0.112, 0.319, 0.802], [0.013, -0.601, 0.408], [-0.386, -0.208, -0.562], [0.070, -0.602, 0.013], [0.098, -0.273, -0.542], [-0.280, 0.305, 0.883], [-0.144, -0.402, -0.161], [-0.302, -0.046, -0.263], [-0.447, 0.291, -0.229], [0.524, 0.406, -0.275], [-0.085, 0.463, 0.451], [-0.257, 0.267, -0.744], [-0.208, 0.644, 0.618], [0.069, 0.004, -0.152], [-0.702, 0.521, -0.051], [0.068, 0.034, -0.478], [0.095, -0.287, -0.343], [-0.366, 0.053, 0.220], [-0.033, 0.314, 0.017], [0.200, 0.427, 0.525], [0.543, -0.114, 0.756], [-0.191, -0.006, 0.151], [0.043, 0.015, 0.184], [-0.559, -0.045, 0.010], [-0.256, 0.018, 0.032], [0.174, 0.358, 0.472], [0.085, 0.041, -0.267], [-0.309, 0.459, -0.150], [-0.222, 0.915, 0.653], [0.025, -0.030, 0.261], [0.285, 0.072, -0.839], [-0.172, -0.093, 0.039], [0.055, 0.283, 0.210], [-0.197, -0.295, -0.455], [0.573, 0.203, 0.199], [0.341, -0.603, 0.353], [0.859, 0.015, -0.319], [0.512, 0.393, 0.104], [-0.120, 0.032, -0.235], [-0.043, 0.211, 0.132], [0.010, 0.582, -0.115], [0.695, 0.291, -0.073], [0.054, 0.024, 0.274]], "e_lumo_ha": 0.00122, "e_homo_ev": -9.293, "orbital_gap_ev": 9.326, "max_force_ev_per_a": 6.1, "multiplicity": 1}